Here is a structure of composition C24H30HgSb2Te from OMol25. Energies are from the ωB97M-V functional and the def2-TZVPD basis.

* 2S+1: 2
* total charge: +1
* relative energy (zero: lowest compared OMol25 entry of this formula, charge and spin): 0.00 kcal per mole
* expectation value of S²: 0.76
* gap between HOMO and LUMO (alpha / beta): 6.69 / 3.10 eV

Positions of all 58 atoms, in Å:
Hg -3.6143 -0.0393 0.2224
C -1.0818 1.5273 4.9025
Sb -1.0459 1.1493 2.7717
C 0.8986 0.1253 2.7924
C -0.5819 3.2897 2.0895
C 0.7864 3.4273 1.5691
C 1.8895 3.0586 2.3491
C 3.1780 3.0055 1.8803
C 3.4440 3.4565 0.5953
C 2.3928 3.9242 -0.1888
C 1.0634 3.9192 0.2322
C 0.0518 4.5651 -0.6122
Sb -0.5856 3.2831 -2.3516
C 0.1886 1.2928 -1.9061
C -2.7169 3.1180 -1.9991
H -1.9453 2.0931 5.1696
H -0.1801 2.0437 5.2411
H -1.1511 0.5504 5.3754
H 1.5394 0.5874 3.5552
H 1.3814 0.1913 1.8185
H 0.7273 -0.9168 3.0069
H -0.7597 3.9173 2.9798
H -1.3240 3.5374 1.3385
H 1.6702 2.7905 3.4053
H 3.9999 2.5884 2.5165
H 4.4591 3.4650 0.1932
H 2.6193 4.3498 -1.1800
H 0.4875 5.4408 -1.1467
H -0.8609 4.8843 -0.1132
H 1.1663 1.2393 -2.3275
H -0.4309 0.5213 -2.3579
H 0.1970 1.1292 -0.8186
H -3.1994 4.0356 -2.2881
H -2.8769 2.9015 -0.9505
H -3.0937 2.3180 -2.6276
Te -0.6073 -1.7988 -0.0088
C 1.1086 -3.0743 -0.3673
C 1.2076 -4.2592 0.3394
C 2.2336 -5.1435 0.1081
C 3.2116 -4.8319 -0.8209
C 3.1203 -3.6406 -1.5202
C 2.0891 -2.7591 -1.3023
C -1.8631 -2.8907 -1.3650
C -1.8766 -2.5730 -2.7387
C -2.7770 -3.1919 -3.5974
C -3.6846 -4.1172 -3.1057
C -3.6242 -4.5170 -1.7726
C -2.7221 -3.9286 -0.9126
H 0.4405 -4.4451 1.1091
H 2.3244 -6.0391 0.7357
H 4.0771 -5.4808 -1.0026
H 3.9241 -3.3827 -2.2297
H 1.9895 -1.8172 -1.8556
H -1.1722 -1.8172 -3.1167
H -2.7603 -2.9705 -4.6824
H -4.4516 -4.5152 -3.7818
H -4.2691 -5.3240 -1.3857
H -2.6104 -4.2523 0.1373

---

Here is the molecule C24H30N2O6 from OMol25. Energies are from the ωB97M-V functional and the def2-TZVPD basis.

* 2S+1: 1
* SMILES: COCCNC(=O)[C@H]1CCC(=O)N(c2ccc(OC)cc2)[C@@H]1c1ccc(OC)c(OC)c1
* relative energy (zero: lowest compared OMol25 entry of this formula, charge and spin): 62.31 kcal per mole
* gap between HOMO and LUMO: 8.49 eV

Positions of all 62 atoms, in Å:
C -6.5281 -1.1610 1.6421
H -7.3752 -0.5459 1.3139
O -5.4458 -1.0530 0.7555
C -4.9521 0.2586 0.6419
C -3.8145 0.2750 -0.3732
N -2.7320 -0.5810 0.0444
C -2.0940 -1.4158 -0.8009
O -2.3616 -1.4978 -1.9811
C -0.9533 -2.2000 -0.1589
H -1.0534 -2.1926 0.9303
C -0.8849 -3.6336 -0.6667
C 0.2593 -4.3382 0.0440
C 1.5616 -3.5586 0.1406
O 2.5939 -4.1348 0.4211
N 1.5146 -2.2093 -0.0451
C 2.7182 -1.4604 0.0583
C 3.1011 -0.5866 -0.9478
C 4.2564 0.1671 -0.8321
C 5.0571 0.0472 0.2969
C 4.6762 -0.8406 1.3038
C 3.5206 -1.5797 1.1894
H 3.2413 -2.2652 1.9727
H 5.3068 -0.9292 2.1739
O 6.2105 0.7390 0.5165
C 6.6570 1.6316 -0.4738
H 5.9361 2.4385 -0.6435
H 7.5854 2.0544 -0.0929
H 6.8562 1.1173 -1.4196
H 4.5205 0.8372 -1.6351
H 2.5036 -0.4872 -1.8405
C 0.3547 -1.4919 -0.5549
C 0.2966 -0.0768 -0.0343
C 0.5194 0.2167 1.3008
C 0.3546 1.5109 1.7512
C -0.0687 2.5362 0.9105
C -0.3286 2.2350 -0.4402
C -0.1169 0.9377 -0.8861
H -0.3090 0.6899 -1.9175
O -0.8056 3.2310 -1.2543
C -1.0574 2.9348 -2.6071
H -0.1431 2.6411 -3.1320
H -1.4368 3.8602 -3.0383
H -1.8101 2.1478 -2.7172
O -0.2206 3.7425 1.5273
C -0.3136 4.9349 0.7796
H -1.2671 5.0128 0.2536
H 0.5030 5.0222 0.0597
H -0.2363 5.7370 1.5138
H 0.5401 1.7648 2.7826
H 0.8364 -0.5545 1.9849
H 0.3861 -1.4713 -1.6549
H 0.4947 -5.2913 -0.4323
H -0.0275 -4.5639 1.0764
H -1.8261 -4.1513 -0.4727
H -0.7298 -3.6219 -1.7465
H -2.4450 -0.5219 1.0081
H -4.1615 -0.1075 -1.3357
H -3.4618 1.3072 -0.4945
H -4.5872 0.6130 1.6213
H -5.7481 0.9432 0.3094
H -6.2451 -0.8539 2.6573
H -6.8211 -2.2084 1.6480

---

Here is a structure of composition C24H30N4O2OsS2 from OMol25. Energies are from the ωB97M-V functional and the def2-TZVPD basis.

* 2S+1: 6
* total charge: +1
* relative energy (zero: lowest compared OMol25 entry of this formula, charge and spin): 0.00 kcal per mole
* expectation value of S²: 8.77
* gap between HOMO and LUMO (alpha / beta): 6.84 / 6.85 eV

Positions of all 63 atoms, in Å:
Os 0.4032 0.6550 -0.0006
C -1.1364 -0.8532 2.2690
N -1.6230 0.2364 1.3881
C -2.7820 -0.2189 0.5761
C -2.3983 -0.7068 -0.8081
N -1.5378 0.2602 -1.5078
C -2.2146 1.5625 -1.6982
C -1.0552 -0.2258 -2.7919
C -1.8996 -0.9161 -3.6538
C -1.4584 -1.3211 -4.9040
C -0.1656 -1.0143 -5.3061
C 0.6743 -0.3171 -4.4535
C 0.2472 0.0793 -3.1861
S 1.4054 0.9208 -2.1422
C -1.9608 1.4017 2.1976
C -3.0158 1.3000 3.1016
C -3.3709 2.3712 3.8990
C -2.6570 3.5602 3.7923
C -1.6100 3.6655 2.8953
C -1.2428 2.5887 2.0805
S 0.0565 2.8363 0.9046
H -1.8918 -1.1257 3.0088
H -0.2351 -0.5264 2.7854
H -0.8936 -1.7189 1.6586
H -3.4870 0.6063 0.5106
H -3.3005 -1.0351 1.0883
H -3.3300 -0.8867 -1.3539
H -1.8551 -1.6470 -0.7553
H -3.1669 1.4249 -2.2214
H -1.5636 2.2015 -2.2905
H -2.3843 2.0510 -0.7407
H -2.9180 -1.1345 -3.3599
H -2.1278 -1.8591 -5.5622
H 0.1889 -1.3124 -6.2847
H 1.6861 -0.0778 -4.7580
H -3.5687 0.3702 3.1777
H -4.1953 2.2801 4.5941
H -2.9242 4.4101 4.4068
H -1.0643 4.5967 2.8021
C 1.7447 -3.0710 -2.3393
N 1.4259 -3.6391 -1.0345
C 1.7732 -5.0335 -0.7977
C 0.8216 -2.9174 -0.1020
O 0.4678 -1.7373 -0.2474
H 2.7650 -3.3462 -2.6053
H 1.6552 -1.9936 -2.2904
H 1.0630 -3.4588 -3.0983
H 2.8547 -5.1571 -0.7442
H 1.3902 -5.6469 -1.6123
H 1.3286 -5.3753 0.1342
H 0.6406 -3.4593 0.8336
O 2.1137 0.0373 1.3167
N 2.9994 0.9595 1.6928
C 2.7638 1.6894 2.7916
C 3.6804 2.6403 3.1899
C 4.8265 2.8429 2.4408
C 5.0322 2.0793 1.3009
C 4.0973 1.1352 0.9400
H 1.8388 1.4657 3.2983
H 3.4750 3.2143 4.0821
H 5.5511 3.5888 2.7383
H 5.9086 2.2055 0.6816
H 4.1556 0.4953 0.0727

---

Here is a structure of composition C24H30N5O2Ti from OMol25. Energies are from the ωB97M-V functional and the def2-TZVPD basis.

* 2S+1: 3
* total charge: -1
* relative energy (zero: lowest compared OMol25 entry of this formula, charge and spin): 20.10 kcal per mole
* expectation value of S²: 2.05
* gap between HOMO and LUMO (alpha / beta): 3.73 / 6.13 eV

Positions of all 62 atoms, in Å:
Ti -0.1330 -0.3794 0.0819
C -0.3994 0.7557 3.7619
C -0.3787 -0.7364 4.1053
C -0.3963 -1.6693 2.8745
N 0.4498 -1.1960 1.8041
C 1.7702 -1.1807 2.0004
C 2.4167 -1.7610 3.0982
C 3.7327 -1.6474 3.5475
C 4.7578 -0.8585 3.0566
C 4.7594 -0.1219 1.8795
C 3.7903 -0.0852 0.8782
C 2.5030 -0.6229 0.8348
N 1.7661 -0.7049 -0.2848
C 2.4213 -0.6874 -1.5690
C 2.2242 0.6337 -2.3202
C 0.7176 0.8542 -2.4871
N 0.0622 1.0859 -1.2214
C -0.1833 2.3413 -0.7974
C 0.3368 3.4939 -1.4331
C 0.0027 4.8294 -1.3064
C -0.9764 5.4187 -0.5021
C -1.7935 4.7790 0.4116
C -1.8234 3.4437 0.8049
C -1.0833 2.3292 0.3606
N -1.2212 1.0924 0.8744
C -2.1970 0.8709 1.9200
C -1.7546 1.3112 3.3289
H -0.0751 1.3086 4.6502
H 0.3298 0.9567 2.9665
H 0.5368 -0.9215 4.6738
H -1.2227 -0.9861 4.7559
H -0.0911 -2.6777 3.2030
H -1.4103 -1.7645 2.4862
H 1.8070 -2.4154 3.7094
H 3.9543 -2.2100 4.4504
H 5.6649 -0.8257 3.6509
H 5.6570 0.4552 1.6814
H 4.0770 0.4741 -0.0067
H 3.4929 -0.9189 -1.4599
H 1.9681 -1.4872 -2.1774
H 2.6633 1.4631 -1.7559
H 2.7037 0.5729 -3.3022
H 0.5214 1.6716 -3.1983
H 0.2998 -0.0741 -2.9004
H 1.1237 3.3096 -2.1555
H 0.5629 5.5112 -1.9423
H -1.1051 6.4909 -0.6080
H -2.5042 5.4195 0.9281
H -2.5603 3.2469 1.5717
H -3.1386 1.3939 1.6768
H -2.4205 -0.1968 1.9324
H -1.6893 2.4027 3.3561
H -2.5276 1.0024 4.0398
N -2.6922 0.2406 -2.4307
C -3.1090 -0.8876 -1.5951
C -1.9693 -1.4368 -0.7294
O -2.2111 -1.7871 0.4412
O -0.8127 -1.5691 -1.2553
H -1.7540 0.5272 -2.1438
H -3.3034 1.0351 -2.2770
H -3.4478 -1.7002 -2.2581
H -3.9343 -0.6338 -0.9177

---

Here is the molecule C24H30N6O3 from OMol25. Energies are from the ωB97M-V functional and the def2-TZVPD basis.

* 2S+1: 1
* SMILES: CC(C)CCn1c(=O)c2ccccc2n2c(CN3C(=O)N[C@]4(CC[C@@H](C)CC4)C3=O)nnc12
* relative energy (zero: lowest compared OMol25 entry of this formula, charge and spin): 0.00 kcal per mole
* gap between HOMO and LUMO: 8.84 eV

Positions of all 63 atoms, in Å:
C 2.3994 -1.6379 6.7443
H 1.6543 -0.8635 6.9104
H 2.7543 -1.9885 7.7109
H 1.9221 -2.4721 6.2383
C 3.5630 -1.0855 5.9252
C 4.3366 -0.0545 6.7453
H 4.7154 -0.5018 7.6612
H 5.1811 0.3344 6.1807
H 3.6885 0.7773 7.0123
C 3.0780 -0.4407 4.6233
C 2.4249 -1.4411 3.6718
N 2.1010 -0.8099 2.4025
C 0.9999 -0.0172 2.3622
N 0.1716 0.2202 3.3402
N -0.8147 0.9825 2.8434
C -0.5849 1.2236 1.5894
N 0.6045 0.6282 1.2089
C 1.3629 0.5579 0.0532
C 1.1117 1.3205 -1.0850
C 1.9084 1.1720 -2.2040
C 2.9666 0.2734 -2.2093
C 3.2477 -0.4511 -1.0709
C 2.4632 -0.3120 0.0726
C 2.8610 -1.0599 1.2824
O 3.8060 -1.8225 1.3117
H 4.0818 -1.1346 -1.0245
H 3.5757 0.1590 -3.0923
H 1.7045 1.7733 -3.0777
H 0.3160 2.0446 -1.1005
C -1.5396 1.9708 0.7341
N -1.9222 1.2227 -0.4501
C -2.2649 1.8231 -1.6263
O -2.2607 3.0095 -1.8394
C -2.6194 0.7093 -2.6065
N -2.3884 -0.4591 -1.7922
C -1.9628 -0.1809 -0.5422
O -1.6503 -0.9554 0.3221
H -2.4967 -1.4019 -2.1209
C -4.0853 0.8488 -3.0403
C -4.4540 -0.1725 -4.1114
C -3.5366 -0.0532 -5.3283
C -3.9217 -1.0658 -6.4025
H -4.9498 -0.9121 -6.7209
H -3.8295 -2.0808 -6.0217
H -3.2752 -0.9662 -7.2710
C -2.0855 -0.2494 -4.8892
C -1.6861 0.7668 -3.8240
H -1.7382 1.7776 -4.2327
H -0.6605 0.5820 -3.4951
H -1.4215 -0.1415 -5.7487
H -1.9576 -1.2627 -4.5011
H -3.6401 0.9555 -5.7428
H -5.4904 -0.0114 -4.4128
H -4.3840 -1.1824 -3.7009
H -4.2215 1.8609 -3.4258
H -4.7292 0.7284 -2.1664
H -1.1372 2.9321 0.3931
H -2.4204 2.1661 1.3555
H 1.4936 -1.8188 4.0948
H 3.1082 -2.2629 3.4478
H 2.3549 0.3442 4.8529
H 3.9316 0.0137 4.1135
H 4.2408 -1.9090 5.6736

---

Here is a structure of composition C24H30N7O2S2SeV from OMol25. Energies are from the ωB97M-V functional and the def2-TZVPD basis.

* 2S+1: 2
* total charge: +3
* expectation value of S²: 1.19
* gap between HOMO and LUMO (alpha / beta): 4.34 / 4.37 eV

Positions of all 67 atoms, in Å:
V -16.3402 9.2074 14.8358
C -13.1475 5.1482 17.4881
C -13.6875 6.5025 17.8612
N -13.5708 7.1000 18.9986
N -14.3939 8.2165 18.9453
C -15.0146 8.2972 17.7648
S -16.2200 9.4182 17.2147
N -14.5467 7.2792 17.0528
N -14.8460 7.2904 15.6804
H -12.4939 4.7981 18.2769
H -12.5439 5.2719 16.5441
H -13.9910 4.4579 17.2852
H -14.4583 8.8427 19.7458
H -14.0651 6.9236 15.1480
H -15.5650 6.5781 15.5239
N -19.6350 13.2244 13.3506
C -18.8335 12.7380 14.5496
C -18.1901 11.4528 14.0858
O -17.4050 10.8886 14.9403
O -18.4400 10.9916 12.9582
H -19.6789 14.2330 13.2200
H -20.6221 12.9521 13.5026
H -19.2977 12.7735 12.5176
H -19.5514 12.4857 15.3440
H -18.1483 13.4671 14.8627
C -15.0503 10.1355 7.2237
C -15.0257 10.1926 8.7256
C -13.9991 10.8975 9.3840
C -13.9260 10.9684 10.7835
C -13.0270 12.0407 11.4199
C -14.8425 10.1723 11.5689
Se -14.3230 9.8519 13.3239
C -15.9200 9.5359 10.8764
C -16.8446 8.5596 11.6273
C -16.0074 9.5742 9.5068
H -14.5045 10.9790 6.7955
H -16.0489 10.1084 6.8128
H -14.6090 9.1871 6.8713
H -13.2290 11.4067 8.8565
H -12.2081 12.2200 10.6828
H -12.5806 11.8354 12.3488
H -13.6126 12.9693 11.4148
H -17.1983 9.0236 12.5474
H -16.2711 7.6469 11.8158
H -17.6324 8.2997 10.9376
H -16.8377 9.0750 9.0709
S -19.8648 3.6182 14.4779
C -18.9588 5.0587 14.1519
C -17.7071 5.2129 13.5457
C -17.0145 6.3700 13.7435
N -17.4562 7.4290 14.4804
C -18.7125 7.3192 14.8977
C -19.4604 6.2030 14.7406
C -18.6725 2.4231 14.0178
C -18.0007 1.8094 15.0362
C -17.1756 0.7213 14.6761
N -17.0504 0.3007 13.4570
C -17.5749 1.0034 12.4431
C -18.4337 2.0606 12.6895
H -17.2498 4.3803 12.9860
H -15.9607 6.4102 13.4131
H -19.0751 8.1607 15.4793
H -20.4514 6.2504 15.2117
H -18.1936 2.1147 16.0753
H -16.7200 0.1393 15.4439
H -17.3387 0.6984 11.4419
H -18.9570 2.5782 11.8953

---

Here is a structure of composition C24H31CdF6N4OS from OMol25. Energies are from the ωB97M-V functional and the def2-TZVPD basis.

* 2S+1: 1
* total charge: -1
* relative energy (zero: lowest compared OMol25 entry of this formula, charge and spin): 0.00 kcal per mole
* gap between HOMO and LUMO (alpha / beta): 4.67 / 6.02 eV

Positions of all 68 atoms, in Å:
Cd 0.2281 -0.1351 -0.2572
C -3.1667 3.3214 2.2387
C -2.9745 2.1168 1.3144
C -3.9111 0.9484 1.6491
C -1.5066 1.7488 1.3682
C -0.5948 2.5342 0.6738
C 0.7569 2.4454 0.9357
C 1.2358 1.5761 1.9038
C 2.6779 1.5370 2.2505
C 0.3347 0.7475 2.5522
C -1.0173 0.8397 2.2969
H -4.1849 3.6838 2.2314
H -2.5238 4.1494 1.9357
H -2.9055 3.0694 3.2685
H -3.2000 2.4326 0.2786
H -3.7884 0.6219 2.6841
H -3.7195 0.0875 1.0054
H -4.9588 1.2217 1.5199
H -0.9620 3.2501 -0.0443
H 1.4503 3.0780 0.4113
H 3.2079 0.8284 1.6162
H 2.8192 1.2350 3.2882
H 3.1392 2.5168 2.1268
H 0.6974 0.0474 3.2833
H -1.7054 0.2200 2.8446
C 1.7853 -5.0022 2.9706
C 0.6770 -4.0014 3.2529
N -0.0445 -3.6906 2.0459
C 0.3460 -2.6950 1.1935
S -1.0210 -2.0934 0.3164
N 1.5824 -2.2812 1.0975
N 1.8535 -1.2576 0.1879
C 2.8879 -1.4747 -0.5489
C 3.8596 -2.6080 -0.4239
C 2.9336 -0.5070 -1.6283
C 3.9422 -0.3069 -2.5536
C 3.7281 0.6720 -3.5212
C 2.5286 1.3842 -3.5238
C 1.5848 1.0956 -2.5484
N 1.7685 0.1691 -1.5929
H 2.2963 -5.2750 3.8990
H 2.5312 -4.5941 2.2813
H 1.3824 -5.9163 2.5214
H 1.0827 -3.0959 3.7181
H -0.0193 -4.4447 3.9734
H -1.0549 -3.6370 2.1134
H 4.1404 -2.7388 0.6257
H 4.7752 -2.4332 -0.9905
H 3.3900 -3.5274 -0.7847
H 4.8594 -0.8774 -2.5366
H 4.4848 0.8743 -4.2728
H 2.3276 2.1436 -4.2703
H 0.6288 1.6086 -2.5048
C -2.4609 -0.5906 -3.3089
C -2.1206 0.6980 -2.5312
O -1.1852 0.3661 -1.6256
C -3.4044 1.2681 -1.9070
F -4.3561 1.5110 -2.8502
F -3.9882 0.4041 -1.0312
F -3.2250 2.4348 -1.2419
C -1.6606 1.7812 -3.5200
F -2.6044 2.0264 -4.4706
F -0.5472 1.4165 -4.2142
F -1.3860 2.9760 -2.9431
H -2.8542 -1.3764 -2.6501
H -1.5836 -1.0024 -3.8254
H -3.2239 -0.4020 -4.0738
H -0.0631 -1.1203 -1.6816

---

2S+1 of number 6 (C24H30N7O2S2SeV)?
2